Entry 1:
88
Properties=species:S:1:pos:R:3:forces:R:3:mulliken_charge:R:1 method="wB97M-V/def2-TZVPD" e_above_lowest_kj_mol=0.00 homo_energy_ha=-0.242 fmax_ha_per_bohr=0.0492 orbital_gap_ev=6.31
Y 0.410663 -1.426441 -0.238184 0.30 0.02 -0.48 0.837
Br 2.162692 1.903730 -2.050878 0.21 -0.26 -0.04 -0.111
P -1.120760 0.729742 4.549476 0.17 -0.36 -1.71 -0.291
P -1.649273 0.391983 -0.615652 2.00 -0.56 -0.24 0.455
O -0.461282 -2.798303 1.410118 1.25 -0.44 0.58 -0.369
O 1.616576 -2.463972 1.602459 0.08 0.17 -0.30 -0.442
N 2.907708 -0.447112 -0.893012 0.94 -0.40 -0.48 -0.048
N 0.657202 -3.201550 1.907861 -1.32 0.25 -0.22 0.154
C -1.662284 -1.234561 -1.376257 0.97 0.83 -0.82 0.836
C 3.754229 -1.464197 -0.709185 1.75 -0.17 -0.59 -0.502
C 2.762581 2.811928 2.918341 -0.17 -0.59 0.01 -0.411
C 2.153252 -2.323767 -3.749258 1.12 0.14 0.88 -1.171
C -4.369231 2.947426 5.883400 0.82 0.11 1.15 -0.803
C 2.685301 1.428028 3.062647 -0.35 -0.04 -0.78 -0.764
C -3.191042 2.734970 -3.524735 0.06 1.24 -0.04 -0.829
C -3.588134 2.105523 5.082884 0.52 0.49 0.79 -0.278
C 0.399230 1.622836 3.868591 -0.55 0.64 -0.38 0.198
C -0.665209 -1.384716 -2.592295 -0.13 -1.79 -0.47 0.798
C -2.481688 1.164747 1.875515 0.32 1.25 -0.17 -0.127
C 1.502627 0.834473 3.489398 -0.45 0.37 0.49 -0.350
C -2.198608 1.989509 5.287605 -0.54 0.38 0.43 0.675
C 1.208727 -3.362228 -3.100920 -0.31 -0.12 -0.65 2.072
C 0.127186 -2.713155 -2.226328 -0.61 0.97 0.24 -1.003
C -1.168886 2.994414 -1.640491 0.47 -0.73 0.10 -0.415
C 1.684080 3.609941 3.268970 0.62 0.12 -0.03 -0.814
C 0.718189 -4.297667 -4.263492 0.10 0.07 0.74 -2.038
C 3.381686 0.443858 -1.754588 -2.04 1.34 -0.43 0.099
C -2.442002 3.922058 -3.449159 0.35 -0.41 -0.09 -0.498
C -2.655140 -1.908249 -3.989490 -0.68 0.10 -0.29 -0.510
C -3.401257 -2.297274 -2.761990 1.31 0.42 -0.88 -0.677
C -3.762840 3.524897 7.012900 -0.26 0.28 -0.44 -0.240
C 5.440386 -0.532781 -2.084725 1.89 -0.38 -0.88 -0.444
C -2.039286 0.258166 2.945391 0.81 -1.70 1.69 -0.899
C -2.874159 -1.989093 -1.571885 -1.15 0.39 0.50 -1.121
C 0.506227 3.024039 3.689721 0.44 -0.61 0.62 0.101
C -1.935772 1.830579 -1.673157 -0.13 0.30 0.57 0.297
C 5.044875 -1.592529 -1.268106 -0.39 0.63 0.75 0.218
C 1.955103 -4.224839 -2.111706 1.56 -1.14 0.54 -1.328
C -1.632699 2.667485 6.378031 -1.56 -0.07 -0.60 -0.520
C -2.964399 1.743045 -2.571758 -0.99 -0.99 -1.23 -0.164
C -1.406676 -1.427330 -3.945063 0.24 0.10 0.61 -1.001
C -2.397112 3.361646 7.276128 -1.04 0.74 0.08 -0.802
C 4.562101 0.450786 -2.469990 -0.64 0.41 1.32 -0.667
C 5.981177 -2.744538 -0.887602 -1.03 0.73 -0.38 -1.616
C -1.359276 3.999438 -2.544713 -0.42 1.64 -0.05 -0.587
C -2.886206 0.361912 0.655861 -1.35 -0.11 -0.01 -1.009
H -0.664876 -3.414441 -1.918438 0.30 -0.24 -0.28 0.284
H 0.211149 -3.719215 -4.985886 -0.69 0.93 -0.88 0.450
H -3.838658 0.723788 0.256685 -0.01 -0.15 -0.05 0.583
H 6.164600 -3.301860 -1.786556 0.38 -0.34 -0.49 0.366
H -2.881150 -0.348717 3.284022 -0.39 0.17 0.33 0.555
H 0.098774 -0.612109 -2.633820 0.09 0.92 -0.10 -0.072
H -0.893284 -1.130465 -4.875257 -0.20 -0.06 0.62 0.440
H 1.802524 4.702004 3.282410 -0.25 -0.51 -0.30 0.377
H -3.937993 2.706839 -4.338804 0.24 -0.40 0.85 0.375
H -5.437338 3.136115 5.735950 0.45 -0.34 -0.23 0.359
H 2.420764 -1.555582 -2.985960 -0.24 -0.47 -0.56 -0.041
H -3.279087 1.793010 2.250555 -0.30 0.23 -0.14 0.418
H 1.211632 -4.928490 -1.687796 0.53 0.43 0.28 0.400
H -4.091632 1.508383 4.373304 -0.28 -0.47 -1.00 0.400
H -3.172053 -1.935496 -4.969070 0.30 -0.18 0.70 0.367
H -0.672560 4.875300 -2.375022 -1.11 -0.67 -0.78 0.326
H -2.742561 4.738250 -4.112254 0.51 -0.20 0.18 0.361
H 3.632586 3.238262 2.468454 0.56 0.30 0.07 0.416
H 3.154130 -2.780051 -4.039650 -1.27 0.36 0.04 0.378
H 2.757308 -4.881764 -2.560135 -0.69 0.60 0.05 0.383
H 1.572626 -4.709843 -4.786631 0.34 -0.31 0.01 0.471
H 0.010838 -5.111039 -4.041198 0.39 0.22 0.58 0.349
H 3.494179 0.780851 2.723637 -0.04 0.24 0.19 0.418
H 1.436561 -0.246602 3.545732 0.02 -0.02 0.15 0.441
H -3.459398 -2.183458 -0.674709 -0.09 -0.11 -0.09 0.401
H -0.365828 3.148631 -0.943338 0.21 -0.39 0.41 0.760
H 2.506849 -3.636282 -1.310679 -0.99 -0.67 -0.76 -0.009
H 1.718443 -1.776779 -4.592243 0.02 -0.29 0.01 0.285
H 5.493067 -3.442673 -0.211847 0.06 0.17 0.27 0.361
H -0.608846 2.661232 6.497175 2.18 -0.30 0.38 0.496
H 3.481751 -2.234938 -0.055041 -0.74 -0.88 1.05 1.074
H -3.012221 -0.704132 0.889204 -0.12 0.22 0.13 0.513
H -4.363176 -2.745691 -2.834870 -0.50 -0.45 -0.12 0.497
H -3.553100 0.809527 -2.548016 0.18 0.55 -0.33 0.238
H 6.492502 -0.430381 -2.451310 -0.95 -0.50 0.26 0.360
H -1.660394 1.831903 1.600373 0.00 0.21 0.06 0.034
H -1.465831 -0.569591 2.507259 0.59 0.24 0.07 0.186
H 4.760615 1.325588 -3.081257 0.28 -0.44 -0.04 0.503
H 6.925230 -2.380591 -0.488449 -0.05 -0.03 0.10 0.423
H -1.971875 3.852322 8.154089 0.02 -0.20 -0.33 0.360
H -0.232317 3.742067 3.968361 -0.96 -0.14 0.27 0.486
H -4.350527 4.183262 7.650349 0.05 -0.26 -0.01 0.337

Entry 2:
93
Properties=species:S:1:pos:R:3:forces:R:3:mulliken_spin:R:1 method="wB97M-V/def2-TZVPD" e_above_lowest_kj_mol=31.20 homo_energy_ha="-0.317 / -0.319" fmax_ha_per_bohr=0.0208 multiplicity=6 orbital_gap_ev="5.29 / 5.34" s2=8.764 total_charge=+1
Ge -0.096772 -2.040716 4.141150 0.00 0.27 -0.12 0.018
Fe -1.710185 0.139083 2.088496 -0.04 -1.01 -0.14 4.442
F 3.933108 3.053234 -0.497460 0.01 -0.04 -0.02 0.000
O -0.242156 0.652957 0.601263 0.10 0.49 0.23 0.039
O -2.139070 -2.701452 -0.879329 0.00 -0.04 0.04 0.017
O -1.783102 -1.532009 0.992434 0.03 0.02 -0.20 0.062
O -3.452009 -0.605627 2.726693 0.19 0.09 0.23 0.085
O -1.838936 2.262764 3.138979 -0.03 0.16 -0.17 0.013
N 7.543913 1.116340 -3.339556 -0.15 0.08 0.02 0.000
N 1.434880 -1.438542 -2.465981 0.09 0.02 -0.02 0.003
N -3.032878 1.337558 1.082884 -0.54 0.69 -0.62 0.105
N 5.225519 1.583145 -2.560711 0.02 -0.01 -0.08 0.000
N -3.971244 0.894422 0.311161 0.28 0.24 0.72 0.014
C -7.150573 -1.987181 -2.293477 0.00 -0.02 0.04 0.007
C -5.631018 -0.227297 -1.646662 -0.03 0.00 -0.12 0.005
C 0.273359 -1.830697 -1.889655 -0.08 -0.03 -0.09 0.002
C -3.248918 5.010613 0.388521 0.03 -0.01 0.05 -0.004
C -1.534608 -1.874202 -0.220274 0.01 -0.05 -0.04 0.002
C 2.096194 -0.322566 -1.971453 0.02 -0.10 -0.08 -0.001
C -2.904062 2.747627 1.108502 0.06 -0.43 -0.10 0.011
C -0.317451 -1.221894 -0.830327 0.13 -0.04 0.05 -0.004
C 6.612763 1.239751 -4.518825 0.10 -0.01 0.06 0.000
C 3.145847 -3.017538 -3.499081 0.03 -0.01 0.05 0.000
C -4.439218 -0.328879 0.558070 -0.30 -0.72 -0.19 -0.009
C 3.326410 0.093391 -2.498418 -0.04 -0.15 -0.05 0.001
C 7.512673 2.383305 -2.529866 0.02 -0.11 -0.05 0.000
C -4.223545 -1.030428 1.807151 -0.43 0.07 -0.30 0.025
C 0.257747 -0.035611 -0.300609 0.12 0.11 -0.09 -0.012
C 1.531075 0.387123 -0.908901 -0.30 -0.13 0.06 -0.008
C 3.356449 1.921032 -0.960554 0.10 0.01 -0.13 0.001
C -4.991746 -2.229703 2.051687 0.25 0.35 0.01 0.015
C 1.786123 -3.603387 -3.742492 0.00 -0.08 -0.03 0.000
C -6.507275 -0.774181 -2.559301 0.05 0.06 0.03 -0.004
C 1.456431 -2.075868 5.325886 0.14 -0.05 0.13 0.021
C -2.138528 4.583344 2.480617 0.05 0.01 0.00 0.001
C -5.380520 -0.872020 -0.429707 0.35 0.21 0.33 -0.002
C -2.084138 2.504836 4.529955 0.05 0.01 -0.07 0.014
C 2.178064 1.513215 -0.412252 -0.03 0.14 0.12 0.003
C 6.142163 2.453197 -1.828753 -0.03 -0.11 -0.05 0.000
C -5.809072 -2.728076 1.111719 -0.22 -0.09 -0.33 -0.008
C -2.283576 3.226461 2.252161 0.23 0.14 0.40 -0.008
C -6.913419 -2.628975 -1.100506 -0.03 0.00 -0.06 -0.004
C 5.298083 1.839673 -3.992300 -0.02 0.06 0.04 0.000
C -0.242650 -0.207810 3.460817 -0.08 0.12 0.18 0.158
C -3.398502 3.648437 0.176909 -0.02 0.01 -0.15 0.014
C 3.968625 1.212094 -2.006987 0.09 0.21 0.17 -0.001
C -2.621557 5.480169 1.538085 -0.05 -0.04 -0.07 0.009
C 1.944203 -2.124187 -3.634164 -0.02 0.05 0.09 0.000
C -6.035393 -2.076857 -0.157564 -0.03 -0.25 0.29 0.004
C -1.705188 -2.462967 5.149727 -0.14 -0.07 0.03 0.004
C 0.234295 -3.329643 2.718623 0.00 -0.07 -0.12 0.002
H -2.582803 -2.164438 4.574703 0.00 -0.02 0.04 0.000
H -3.911611 3.265151 -0.694536 0.00 0.03 0.00 0.000
H -1.255452 3.059775 4.969208 0.00 0.02 0.02 0.001
H -3.636562 5.710244 -0.340161 0.01 0.00 0.01 0.000
H -2.515002 6.543343 1.708060 0.00 -0.01 -0.02 0.001
H 3.554437 -3.137933 -2.504159 -0.01 0.01 -0.01 0.000
H 4.456357 1.383406 -4.503731 -0.01 -0.01 0.00 0.000
H -3.014238 3.058395 4.649069 -0.02 0.01 0.01 0.002
H 7.098378 1.877767 -5.253669 0.01 -0.01 -0.02 0.000
H -0.216337 -2.695945 -2.316013 0.01 0.00 -0.01 0.000
H -1.701714 -1.913395 6.093007 -0.04 -0.02 -0.01 -0.001
H 8.486707 0.861801 -3.628818 0.01 0.05 -0.03 0.000
H 1.306084 -1.400313 6.169828 0.03 -0.01 -0.01 -0.001
H -6.696441 -0.258875 -3.492984 0.00 -0.01 0.01 0.000
H 3.799551 -0.491963 -3.276126 -0.02 0.04 0.02 0.000
H -0.373466 0.455540 4.320547 0.10 -0.05 0.04 -0.011
H 7.166389 0.372493 -2.746839 0.05 -0.03 0.01 0.000
H 3.871469 -3.024219 -4.301455 -0.02 0.00 -0.01 0.000
H 1.721172 2.074571 0.393570 0.00 -0.03 -0.02 0.001
H 0.689458 0.091793 2.968240 0.00 -0.03 0.03 -0.010
H -6.332118 -3.660272 1.298859 -0.01 0.03 -0.02 0.000
H -7.830576 -2.414316 -3.018309 0.00 0.00 0.00 0.000
H 1.082945 -2.995407 2.114809 -0.02 -0.04 -0.01 -0.001
H 0.476345 -4.305144 3.144171 0.01 0.01 -0.02 0.000
H -5.125082 0.704065 -1.859950 -0.01 -0.01 -0.02 -0.001
H 7.665289 3.198061 -3.234048 0.01 0.02 0.00 0.000
H 1.853371 -1.545910 -4.545896 -0.04 0.02 -0.01 0.000
H 1.555002 -3.999007 -4.720746 0.01 0.00 0.01 0.000
H 5.262333 2.915967 -4.198757 -0.01 0.01 -0.02 0.000
H 5.825176 3.497125 -1.800603 -0.01 0.04 0.00 0.000
H 1.645446 -3.078532 5.715444 -0.01 0.03 0.00 0.002
H 8.338847 2.368936 -1.824413 0.00 0.00 0.02 0.000
H -7.403478 -3.569223 -0.874213 0.01 0.03 0.00 0.000
H -1.776929 -3.528552 5.372843 0.02 0.03 0.01 0.000
H -1.652699 4.934252 3.381989 -0.03 0.00 -0.01 0.000
H 6.489323 0.241329 -4.932781 -0.03 -0.01 0.01 0.000
H -0.635953 -3.425419 2.071494 0.02 -0.03 0.01 0.000
H -2.171244 1.534138 5.010240 0.00 0.00 0.00 -0.008
H 2.340614 -1.747708 4.775358 0.01 -0.01 0.05 -0.001
H 1.324765 -4.135714 -2.923002 0.01 0.02 0.01 0.000
H -4.832597 -2.729588 2.997561 0.01 0.03 0.01 -0.001
H 6.224202 2.098247 -0.804125 -0.01 0.00 0.03 0.000

Entry 3:
90
Properties=species:S:1:pos:R:3:forces:R:3:mulliken_charge:R:1 method="wB97M-V/def2-TZVPD" e_above_lowest_kj_mol=35.81 homo_energy_ha=-0.144 fmax_ha_per_bohr=0.0127 orbital_gap_ev=6.25 total_charge=-1
Ti -0.105344 1.045888 -1.234551 -0.02 0.27 0.35 -0.553
S 1.653594 2.173204 -1.156607 0.51 0.34 -0.23 -0.772
S -1.450733 2.434298 0.500363 0.04 -0.09 -0.13 -0.810
P 0.972502 -1.580212 0.682755 -0.11 -0.09 0.10 -0.116
P -0.554990 1.011742 1.625982 -0.09 -0.17 -0.02 1.642
Si -0.330313 2.514037 -4.246803 0.06 0.04 -0.06 0.154
F -2.396680 0.053316 -1.336575 -0.07 -0.25 -0.17 0.183
O 0.353836 -0.632688 -2.416346 -0.13 0.16 0.27 -0.174
N 0.870584 -2.757470 -2.828124 0.06 0.21 -0.20 0.394
N -1.154417 1.867461 -2.861734 -0.15 -0.26 0.09 0.882
C 0.023279 -0.127043 0.527138 -0.08 0.11 -0.35 1.360
C -5.381951 1.620724 -2.650483 0.04 0.03 0.01 -0.515
C 2.329170 3.515712 3.093350 0.00 0.00 0.00 -0.817
C -0.233626 4.393513 -4.213990 0.04 -0.01 -0.04 -1.140
C 1.827178 -3.774649 -3.212557 0.01 -0.01 0.07 -1.023
C -2.533040 1.833720 -2.855835 -0.11 0.06 0.23 0.320
C 0.689336 1.791778 2.714453 0.05 -0.04 0.00 -0.050
C 2.237944 1.616293 4.561202 0.02 0.01 -0.01 -1.075
C 1.186665 1.102308 3.820215 -0.04 0.00 0.00 0.017
C -1.180848 1.917411 -5.839326 0.01 0.02 0.13 -1.194
C -1.206010 -4.052475 3.973105 -0.03 0.00 -0.01 -0.552
C -0.250981 -3.122664 4.360309 -0.04 0.00 0.01 -0.708
C -0.752243 -3.523649 1.672837 -0.01 0.00 0.00 -0.586
C -3.590907 -1.199090 3.182198 0.01 -0.02 0.02 -0.664
C -0.537600 -3.039360 -3.047762 -0.02 0.00 0.04 -1.018
C 4.653788 -1.924918 2.509025 0.04 0.02 0.02 -0.574
C -2.594171 -0.683976 2.369701 0.03 -0.03 0.01 -0.340
C 2.677670 -1.186678 -2.262249 0.01 0.04 -0.05 -1.259
C 0.444170 -2.397425 3.404138 0.05 0.01 -0.02 -0.127
C -3.009859 0.383135 4.893034 -0.02 0.00 0.00 -0.698
C 2.598823 -1.191891 1.456721 0.06 -0.05 0.03 0.698
C 3.369545 -2.189796 2.059689 0.00 0.01 -0.02 -0.711
C -4.556804 0.750051 -1.945499 0.02 -0.02 0.01 -0.887
C 5.202488 -0.656923 2.347503 -0.01 -0.02 0.01 -0.695
C -2.014772 0.901199 4.075353 0.02 0.03 0.01 -0.238
C -1.788247 0.359963 2.814317 -0.06 0.02 -0.07 0.184
C -1.453583 -4.253558 2.622300 0.01 -0.01 0.01 -0.598
C -4.787850 2.606292 -3.424057 -0.04 -0.03 -0.01 -0.917
C 1.233868 -1.510064 -2.483155 -0.05 -0.26 0.07 0.588
C 4.454344 0.335059 1.730917 0.00 0.00 0.01 -0.767
C 2.813642 2.826031 4.195394 0.01 0.01 0.01 -0.502
C 1.269449 3.004526 2.355754 0.00 -0.02 -0.01 -0.660
C 1.437872 1.921457 -4.465206 0.02 -0.04 0.03 -0.862
C -3.198327 0.886106 -2.065628 0.02 -0.02 0.05 0.318
C -3.407294 2.717266 -3.515897 0.08 0.00 -0.09 -0.365
C -3.795524 -0.671516 4.450121 -0.01 0.01 0.01 -0.555
C 0.200020 -2.575510 2.043290 -0.02 0.03 -0.02 0.038
C 3.164377 0.070573 1.289485 -0.05 0.04 0.02 0.245
H -0.481834 1.985028 -6.677083 0.01 0.02 0.01 0.402
H 3.205239 -1.978175 -1.737027 0.00 0.01 0.03 0.468
H 0.213688 4.697626 -3.264405 0.01 -0.02 0.01 0.256
H -0.951367 -3.677575 0.616936 0.00 0.00 -0.01 0.390
H -4.568728 -1.078702 5.090618 0.00 0.00 0.00 0.381
H -1.456789 0.865650 -5.720228 0.01 -0.01 -0.01 0.291
H -0.739445 -4.066428 -2.743539 0.00 0.00 -0.01 0.428
H 2.953957 -3.184135 2.187081 0.00 -0.01 0.00 0.439
H 0.750137 0.151006 4.100565 -0.03 0.14 0.01 0.650
H 6.205575 -0.448204 2.699505 0.01 0.00 0.00 0.365
H 1.719453 2.142161 -5.499139 0.05 -0.01 -0.05 0.506
H -2.082987 2.458725 -6.115930 -0.09 0.06 0.03 0.349
H -1.198202 4.896090 -4.305994 -0.01 -0.03 -0.01 0.338
H 4.867473 1.327655 1.596406 0.00 0.01 0.00 0.456
H 2.585129 0.848157 0.802689 0.03 -0.04 0.05 -0.250
H 0.415657 4.748996 -5.019934 -0.02 0.03 0.00 0.348
H 0.894138 3.528057 1.485772 0.00 0.01 -0.01 0.367
H -5.405082 3.318894 -3.958559 0.00 0.00 0.01 0.381
H 2.617444 1.066252 5.413615 0.00 0.00 0.01 0.408
H 5.229806 -2.709029 2.987283 0.01 0.00 0.00 0.378
H 2.780827 4.454963 2.798834 0.00 0.01 0.00 0.404
H 2.126403 2.425476 -3.788288 -0.05 -0.02 -0.05 0.288
H 3.642316 3.227146 4.766858 0.00 0.00 0.00 0.374
H 1.343210 -4.747281 -3.145287 0.01 0.00 0.00 0.297
H -0.054514 -2.953306 5.412446 0.01 -0.01 0.01 0.405
H -3.172958 0.807094 5.876524 0.00 0.00 0.00 0.405
H -1.754951 -4.614042 4.719270 0.00 0.00 0.00 0.362
H 1.196735 -1.683882 3.719112 0.00 -0.13 -0.04 0.506
H -2.193129 -4.980827 2.307761 -0.01 0.00 0.00 0.405
H 2.683018 -3.780945 -2.542727 0.01 0.00 0.00 0.359
H -2.991939 3.530387 -4.094847 0.07 -0.01 -0.05 0.247
H -4.201331 -2.021178 2.829331 -0.01 -0.01 0.00 0.421
H -4.947589 -0.017650 -1.290121 -0.02 0.00 0.00 0.446
H -6.457878 1.546835 -2.566514 0.00 -0.01 -0.01 0.360
H 1.545204 0.846654 -4.299963 -0.05 0.03 -0.03 -0.084
H -1.135422 -2.357559 -2.449293 0.00 -0.01 0.00 0.117
H 2.731890 -0.261239 -1.690687 -0.01 0.02 -0.02 0.003
H 3.153103 -1.013069 -3.232690 0.02 -0.03 0.00 0.475
H -2.417512 -1.083867 1.378100 0.01 -0.02 -0.01 0.300
H -1.413531 1.731880 4.423589 0.02 0.00 0.00 0.439
H -0.812876 -2.914812 -4.099197 0.00 0.00 0.01 0.304
H 2.179633 -3.634334 -4.239105 0.00 -0.02 0.01 0.313